# 1
118
Properties=species:S:1:pos:R:3:mulliken_charge:R:1 method="wB97M-V/def2-TZVPD" de_lowest_kcal_mol=17.7 total_charge=-1 lumo_ev=2.15 mol_weight_g_mol=942.3 homo_energy_ha=-0.1793 multiplicity=1 gap_ev=7.0
C -1.47725 -0.48431 -1.53117 -0.19
C -0.10786 -0.13563 5.77117 -2.11
H -6.34663 0.95477 -3.57326 0.30
C 1.71251 1.88689 -3.04222 -0.32
H -6.25953 -0.28345 1.92956 0.41
C -3.41756 0.29171 1.98030 -0.16
C -1.04157 -3.49546 -1.04849 -1.47
C 5.33475 4.22926 3.91487 -0.44
C -4.97679 -1.00915 3.58702 1.73
H 1.77492 -0.83126 3.00444 0.12
Se -2.32343 1.78216 0.03700 0.49
H -5.75953 -2.02095 1.71870 0.30
C 4.30879 1.31645 -2.62350 -0.44
H 5.94848 4.15535 4.85546 0.27
H 5.43076 2.07556 3.57905 0.51
C 1.45477 -0.32764 3.89700 -2.43
H -2.94208 -3.81625 -3.04273 0.36
C -3.56216 -0.14719 -3.37233 0.11
H -6.10309 1.44851 -5.23432 0.49
N 2.65803 -0.83952 -0.27145 0.74
C 2.71020 2.71742 -3.63884 -0.98
H 6.58354 -2.63290 -2.31150 0.33
H 0.77232 -0.37750 6.34724 0.50
H -4.89621 0.09306 5.42095 0.39
H 2.24520 -0.43950 4.66980 0.58
C -5.59382 -0.04225 4.63379 -1.73
H 2.49381 3.53849 -4.28783 0.39
H 1.07055 -3.59122 -2.65886 0.31
H -0.69193 -2.63145 5.05982 0.42
O 5.39340 4.39327 -2.75958 -0.55
C 4.74422 -1.30155 -1.28411 -0.09
H -6.07625 -1.16430 -5.64281 0.38
C 0.46425 -2.64881 -2.93939 -1.12
C 3.99283 -2.65007 0.52579 -1.31
C -0.94959 0.31372 2.16610 0.75
H 4.65483 4.02293 -4.68316 0.27
H -4.53544 -1.92509 -5.27985 0.42
H 4.17389 -3.36641 1.31004 0.40
H -3.34983 1.61173 -5.67924 0.32
C 3.63851 4.19596 1.71512 0.01
H -0.62285 -4.50935 -1.15430 0.53
H -1.83901 -3.60965 -4.37673 0.32
C -1.82775 -3.84015 -3.31709 -2.24
O 0.18352 0.56336 1.63010 -0.18
O 3.04472 4.02920 -0.85101 -0.68
H -1.35189 -4.79023 -3.05751 0.53
C 3.59472 -0.59097 -1.18724 -1.16
H -2.08576 -3.65430 -0.73518 0.35
N 2.61458 2.07916 0.75707 0.11
C -4.55403 0.11463 -4.54714 1.76
C 0.06907 -0.71449 4.35569 2.79
H 4.83087 6.36145 4.04248 0.45
H -6.53296 -0.43477 5.03852 0.44
C 6.38745 -2.94719 -0.34600 -0.54
H 6.22996 -3.96474 0.03016 0.35
H 1.50594 0.69314 3.60178 0.51
H -4.95037 2.18718 -4.03574 0.34
H 0.95895 -1.79693 -2.54717 -0.19
H 5.48465 -0.97388 -1.98057 0.53
C 5.10963 3.44913 -3.85319 -0.68
H -4.16311 -3.04151 3.54110 0.36
O -0.42825 -0.57301 -0.73284 -0.11
H -5.77353 -2.91935 4.26240 0.41
C -3.45420 0.72654 -2.33471 0.03
H 6.02048 2.93474 -4.07834 0.36
H -2.88501 -2.03972 -4.14285 0.23
H 6.92288 -2.38856 0.40575 0.27
C 2.87928 -1.85976 0.55326 -0.72
H 3.30992 6.30346 2.09109 0.40
C 3.31515 0.55629 -2.04635 1.33
H -5.70578 -1.74143 -4.01769 0.33
C -2.73773 -1.28148 -3.40068 -0.38
C 4.71042 5.43278 3.55443 -0.66
C -3.76832 0.58590 -5.78916 -1.55
O 4.19816 0.66537 1.71377 -0.75
H 5.34987 1.10776 -2.39622 0.25
C -2.15699 0.63676 1.50795 -0.43
H 0.60564 2.06485 -3.20536 0.44
C -1.74965 -1.50181 -2.47677 -0.49
H 0.19825 -2.70688 3.45867 0.20
O -0.92659 2.75080 -0.30296 -0.32
C -5.26229 -1.23030 -4.88160 -1.66
C 0.15682 -2.25893 4.46352 -1.87
H -2.46244 -1.28341 4.74956 -0.08
O 1.22210 4.30723 0.73405 -0.63
C 3.83214 5.39863 2.43394 -0.55
C 4.19404 3.02977 2.17634 0.28
H -5.80746 0.90720 4.15878 0.36
H -4.28536 -2.31043 5.16962 0.33
H 0.44139 -2.53789 -4.04047 0.31
H -4.33421 0.59822 1.45147 0.17
H -7.01105 -1.50646 2.92639 0.47
C 4.05934 2.43453 -3.42419 -0.49
C 5.04043 3.01592 3.26636 -0.64
H -0.16670 0.88703 5.67278 0.55
H -4.11086 1.60521 -2.32805 0.22
H -4.43939 0.71614 -6.71760 0.38
H -0.49492 -2.84106 -0.31557 -0.05
H -1.04396 -0.51233 6.20748 0.29
C -3.58778 -0.55591 3.06998 -0.09
C 5.02492 -2.35048 -0.39237 0.60
N 2.00513 0.85868 -2.27094 0.02
S 2.48370 3.73732 0.44427 0.87
O 7.13926 -2.83516 -1.54644 -0.54
H 4.68969 4.22546 -2.07146 0.53
C -5.55811 1.24471 -4.30087 -1.93
H -2.98518 -0.11074 -6.04826 0.34
C 3.62591 1.75976 1.55064 0.36
C -1.14686 -0.34520 3.41178 -0.23
C -2.39465 0.61513 -1.40772 -0.46
Mg 1.05454 0.66187 -0.11611 2.80
C -6.05219 -1.20691 2.46762 -1.76
C -2.40020 -0.76611 3.78815 -0.18
H 2.04080 -1.97523 1.31028 0.11
C -4.80040 -2.39024 4.17708 -1.75
H 1.10729 -2.51427 4.89009 0.52
O 0.10524 2.14240 -1.08596 -0.75
C -1.03912 -2.84189 -2.42252 2.66



# 2
13
Properties=species:S:1:pos:R:3:mulliken_charge:R:1 method="wB97M-V/def2-TZVPD" de_lowest_kcal_mol=63.3 total_charge=+1 lumo_ev="-4.96 / -4.71" mol_weight_g_mol=138.1 homo_energy_ha="-0.4374 / -0.4378" multiplicity=6 gap_ev="6.9 / 7.2" s2=8.753
Cr -2.78702 -0.43759 1.67873 0.93
H -1.90990 0.88364 -1.50900 0.32
C 2.27895 -0.68699 -0.43439 -0.85
O -1.57007 1.58574 -0.94154 -0.47
O -1.09336 0.23363 0.98643 -0.59
H 1.59829 0.08650 1.25096 0.29
C -0.15205 -0.23334 -0.02849 0.01
H -0.03832 1.94913 0.33016 0.40
C 1.21001 -0.59648 0.46303 -0.28
H 2.01275 -1.13726 -1.40350 0.26
H 1.70574 -1.83930 0.40277 0.33
C -0.64649 1.13855 -0.07227 0.26
H -0.60852 -0.94622 -0.72291 0.39



# 3
62
Properties=species:S:1:pos:R:3:mulliken_charge:R:1 method="wB97M-V/def2-TZVPD" de_lowest_kcal_mol=7.1 total_charge=+3 lumo_ev=-10.14 mol_weight_g_mol=995.1 homo_energy_ha=-0.5666 multiplicity=1 gap_ev=5.3
H -2.39454 -1.48008 -2.89692 0.59
Cl -0.87421 -2.10193 0.48507 -0.13
C 1.43688 1.32279 -2.12972 -0.44
H 1.65166 -6.25156 0.56231 0.44
H -1.35282 -0.01571 -4.57377 0.48
C -3.75242 2.04639 -1.76558 -1.10
C -3.05839 2.36508 2.43090 -0.82
C -3.12176 0.97369 -2.40005 -0.77
C -2.86676 2.84993 3.70993 -0.89
C -1.98885 2.17435 1.54434 0.45
H 3.56902 -5.23983 1.74340 0.50
C -3.35786 2.44901 -0.50535 -0.96
C -1.59069 3.18606 4.14370 -0.79
H 2.79255 -0.99562 -1.53933 0.47
H 2.52530 1.38093 -2.10905 0.53
C 1.54850 -2.52356 1.57889 0.61
Se 0.12383 -0.84493 3.91098 0.29
N 0.65460 -0.17429 -3.99681 -0.09
S 1.44376 -0.84185 2.10458 0.14
H -0.08441 1.77122 -3.63279 0.42
Se 3.11034 1.81004 4.09886 -0.29
H 0.82060 -0.16957 -5.00398 0.40
Cl 4.02847 -2.61342 2.67029 -0.14
H -3.71744 2.97855 4.36855 0.48
H -4.05966 2.11304 2.10269 0.61
C 1.76475 -1.06106 -1.89412 -0.14
Se 1.51247 -1.69588 5.52294 -0.23
H -0.96862 -1.60613 -1.96278 0.33
H 0.70881 3.01987 0.54750 0.30
C -1.52088 -0.90265 -2.58676 -1.07
H 2.66783 -0.72129 -3.86647 0.34
H 1.28574 2.18564 1.82682 0.16
H 0.48271 3.26223 3.63288 0.45
C -0.79207 -0.69091 -3.92815 -0.67
H 0.06086 -0.05577 -1.75058 -0.26
H -4.57052 2.55318 -2.26406 0.45
H -1.43708 3.59535 5.13504 0.46
C -2.07786 0.29523 -1.80180 1.93
N 0.48532 2.25715 1.18524 -0.27
Se 4.30436 -0.09495 7.80613 -0.25
H -0.33888 -4.87587 -0.02280 0.51
H 1.56295 1.72466 -4.26718 0.49
C -0.70140 2.48838 2.01863 0.60
C -1.64176 0.72044 -0.50418 0.59
C 1.73376 -1.08400 -3.44145 -0.81
C -0.51237 3.00030 3.30035 -0.96
H 1.04193 2.21089 -1.64656 0.08
H -3.85087 3.28226 -0.01853 0.69
C 0.87597 1.26726 -3.55804 -0.89
C 2.66729 -3.30598 1.87652 0.21
N 0.99771 0.10348 -1.40540 0.11
H 1.55445 -2.08352 -3.82945 0.44
C -2.32374 1.77166 0.14542 0.80
Sb 3.09238 0.31527 5.90168 0.88
C 1.62276 -5.20330 0.83474 -0.54
H -0.73741 -1.66054 -4.42324 0.47
H 1.32533 -1.96596 -1.47933 0.03
C 0.50558 -3.11836 0.87436 0.39
H -3.48867 0.65930 -3.37379 0.54
C 2.69709 -4.64509 1.50223 -0.69
C 0.50499 -4.43945 0.49848 -0.69
Tc 0.02142 0.32946 0.51459 -0.77